The molecule C5H10O, computed with ωB97M-V/def2-TZVPD.

Properties
LUMO (alpha / beta) = 0.0394 / 0.0413 Ha
Relative energy (zero: lowest compared OMol25 entry of this formula, charge and spin) = 80.6 kcal per mole
DFT total energy = -271.6242 Ha
Frontier orbital gap (alpha / beta) = 7.990 / 8.082 eV
HOMO energy (alpha / beta) = -6.92 / -6.96 eV

```
16
C5H10O | OMol25 | ωB97M-V/def2-TZVPD
C 2.20145 0.97449 -0.87167
C 1.26308 1.05867 0.32890
C 0.30979 -0.09763 0.37440
O -0.72328 0.00962 1.16740
C -1.83670 -0.68218 1.11731
C -2.16830 -1.37033 -0.13958
H 2.92013 0.16380 -0.73123
H 2.76538 1.90580 -1.01921
H 1.62066 0.77612 -1.77753
H 1.86541 1.10690 1.24415
H 0.70113 1.99821 0.24368
H 0.38658 -0.97388 -0.25955
H -2.59307 -0.29644 1.77993
H -1.64870 -0.77951 -0.92700
H -3.25655 -1.39291 -0.28850
H -1.80701 -2.40072 -0.24150
```

=====

A cluster of 2 separate species, C5H10O in total, computed with ωB97M-V/def2-TZVPD.

Properties
LUMO = 0.0296 Ha
Relative energy (zero: lowest compared OMol25 entry of this formula, charge and spin) = 123.9 kcal per mole
DFT total energy = -271.5552 Ha
Frontier orbital gap = 9.360 eV
HOMO energy = -8.55 eV

```
16
C5H10O | OMol25 | ωB97M-V/def2-TZVPD
C 2.43707 -0.71314 -0.11592
O 1.24617 -0.01830 -0.40118
C 0.61734 0.53025 0.73449
C -0.62159 1.29047 0.56867
C -2.50472 -0.12777 0.10882
C -1.85475 -0.31679 -1.05027
H 2.28062 -1.50787 0.63060
H 2.77072 -1.17282 -1.04926
H 3.23034 -0.04400 0.24988
H 0.65577 -0.17170 1.58273
H 1.13588 1.46438 1.10070
H -0.54676 1.77709 -0.41975
H -3.33879 0.56529 0.18127
H -2.32272 -0.75266 0.97763
H -1.06652 -1.05433 -1.15835
H -2.11808 0.25190 -1.94008
```

=====

Q: Which of these has the lowest DFT total energy?
A: number 1